(1)
96
Properties=species:S:1:pos:R:3:mulliken_spin:R:1 method="wB97M-V/def2-TZVPD" multiplicity=5 total_charge=0 total_energy_ev=-103988.41132 orbital_gap_ev="6.27 / 6.05"
Ir 0.545 1.247 -0.915 2.19
S 0.530 3.265 -3.268 0.00
S -0.037 3.361 -6.116 0.01
S -1.105 0.532 -6.226 0.00
S -0.574 0.522 -2.887 0.16
S 0.991 5.805 -4.743 0.01
Si -2.142 -2.091 0.484 -0.12
N 2.089 0.483 0.650 0.23
N -0.124 2.141 0.925 0.16
C 1.054 -1.982 -1.000 0.32
C -1.107 2.880 2.828 0.01
C 4.350 1.589 3.526 0.00
C 0.289 -0.626 -6.168 0.00
C 4.002 2.634 1.274 -0.01
C 4.387 0.081 1.449 0.01
C 3.311 -0.304 0.649 -0.05
C -1.300 -4.268 2.167 0.02
C -4.550 -3.297 -0.515 0.04
C 1.591 0.703 1.826 -0.09
C 5.416 -0.840 1.673 0.00
C -1.110 2.955 1.432 0.00
C -1.889 -2.858 2.240 0.16
C 4.633 1.471 2.032 0.00
C 0.481 1.557 2.021 0.04
C -0.428 1.867 -5.291 0.05
C -1.322 5.201 0.456 0.00
C -3.211 -2.932 3.006 0.05
C -3.044 -2.198 -2.177 0.04
C -3.096 -3.053 -0.902 0.20
C -0.901 -1.965 3.022 0.16
C -2.651 -0.258 0.578 0.37
C 2.512 -1.742 -1.328 -0.01
C 3.402 -1.464 -0.139 0.00
C 0.527 4.249 -4.721 0.02
C -1.997 3.827 0.579 -0.02
C 5.428 -2.065 1.048 0.00
C 2.726 -0.637 -2.360 0.08
C -3.366 3.987 1.261 0.00
C -0.192 1.844 -3.974 -0.02
C -2.200 3.251 -0.810 0.03
C 4.446 -2.341 0.105 0.00
C -0.100 1.985 3.198 0.02
C -2.432 -4.400 -1.221 0.05
H -3.821 3.026 1.483 0.00
H -3.662 -1.951 3.127 0.00
H -1.382 -4.293 -1.474 -0.01
H -2.476 -5.101 -0.392 0.00
H -0.039 -1.526 -6.692 0.00
H -4.647 -3.917 0.377 0.00
H 4.526 3.556 1.530 0.00
H 4.060 2.507 0.190 0.00
H -3.052 -3.339 4.001 0.01
H -5.089 -2.371 -0.330 0.00
H 0.532 -1.123 -0.553 0.03
H 2.377 0.360 -2.030 -0.02
H 2.205 -0.833 -3.300 0.00
H -3.942 -3.564 2.507 0.00
H 0.189 1.697 4.197 0.00
H -2.930 -4.859 -2.077 0.00
H 4.848 2.463 3.944 0.00
H -2.631 4.008 -1.466 0.00
H -4.027 4.538 0.605 0.00
H 0.067 -1.936 2.541 -0.04
H 0.924 -2.747 -0.236 -0.13
H 3.286 1.719 3.727 0.00
H 0.537 -0.880 -5.144 0.00
H -0.755 -2.370 4.026 0.00
H -1.960 5.875 -0.121 0.00
H -1.247 -0.940 3.133 0.00
H -3.573 -2.714 -2.982 0.00
H -1.043 -4.625 3.171 0.00
H -1.916 0.332 0.030 -0.07
H 3.794 -0.484 -2.545 0.01
H -3.278 4.535 2.203 0.00
H 6.214 -2.776 1.231 0.00
H 5.721 1.588 1.912 0.00
H -3.515 -1.228 -2.061 0.01
H 2.892 -2.663 -1.771 0.01
H -2.020 -2.025 -2.513 0.00
H 4.492 -3.254 -0.465 0.00
H -1.153 5.658 1.429 0.00
H -5.074 -3.814 -1.318 0.01
H -1.758 3.423 3.486 0.00
H 6.232 -0.550 2.317 0.00
H 1.158 -0.225 -6.685 0.00
H 4.688 0.713 4.076 0.00
H 2.056 0.243 2.697 0.00
H 2.958 2.789 1.530 0.00
H 0.476 -2.276 -1.877 0.04
H -2.827 2.364 -0.820 0.01
H -0.386 -4.303 1.591 -0.01
H -1.996 -4.987 1.738 0.00
H -3.616 -0.061 0.118 0.01
H -1.251 2.977 -1.292 0.02
H -0.359 5.133 -0.039 0.00
H -2.641 0.115 1.595 0.00

***

(2)
11
Properties=species:S:1:pos:R:3:nbo_charge:R:1 method="wB97M-V/def2-TZVPD" total_charge=0 total_energy_ev=-9342.48325 relative_energy_kj_mol=163.9 orbital_gap_ev=9.20
O -1.652 -2.460 -1.299 -0.49
O -2.270 0.786 -1.207 -0.47
C -0.076 1.288 -0.158 -0.58
C 1.040 0.542 0.439 -0.18
C -0.929 -1.627 -1.038 0.51
C -1.226 0.929 -0.700 0.74
C 1.043 -0.615 1.104 -0.40
H 0.024 2.368 -0.234 0.27
H 0.143 -1.184 1.315 0.19
H 1.979 -1.030 1.469 0.20
H 1.991 1.058 0.321 0.21

***

(3)
72
Properties=species:S:1:pos:R:3:mulliken_charge:R:1 method="wB97M-V/def2-TZVPD" total_charge=0 total_energy_ev=-127582.45489 relative_energy_kj_mol=0.0 orbital_gap_ev="5.99 / 5.99"
W 0.121 -0.162 -0.143 1.29
S -0.261 -6.109 4.581 0.13
S 0.538 -3.374 3.567 0.05
S 1.759 -4.118 -0.482 -0.23
S -2.773 -6.392 3.090 1.41
S 1.169 -1.247 1.731 -0.56
S 0.943 -5.595 1.896 0.04
F -2.743 0.824 3.382 -0.33
F -2.390 2.426 1.736 -0.40
F 1.920 2.254 -3.949 -0.32
F 0.560 3.228 -2.339 -0.42
O -0.613 1.099 2.544 -0.82
O -1.905 -5.777 4.353 -0.31
O -4.104 -6.373 3.585 -0.64
O 0.153 1.036 -3.090 -0.73
O 2.143 1.585 -1.749 -0.66
O -2.414 0.129 1.206 -0.79
O -2.134 -7.581 2.633 -0.58
N 0.158 1.282 1.444 0.66
N -1.862 0.407 -0.004 0.86
N -0.883 -2.182 -0.604 -0.03
N 1.524 1.435 -0.550 0.91
N 4.858 -3.741 -4.772 -0.56
N -0.607 0.776 -2.000 0.78
C 0.466 -5.029 3.405 0.18
C 3.712 -1.755 -2.126 -1.02
C 1.891 -2.316 -3.600 -0.99
C -1.637 -3.132 0.220 -0.21
C -2.616 0.892 -0.938 0.42
C -1.739 -4.439 -0.250 -0.51
C 1.033 -2.989 1.984 0.13
C -1.850 1.131 -2.135 0.10
C 1.030 -1.596 -2.786 0.24
C -2.372 1.788 -3.363 -1.62
C 2.837 -1.057 -1.320 -0.22
C 2.728 3.490 0.036 -2.11
C 1.795 2.365 0.315 0.39
C 4.138 -3.145 -4.103 -0.47
C 1.088 3.156 2.697 -1.55
C 1.270 -4.074 1.126 0.06
C 1.471 -0.987 -1.613 1.49
C 1.016 2.247 1.521 0.21
C -2.561 -3.795 2.326 -1.01
C -2.165 -5.444 0.602 -0.99
C -2.522 -5.113 1.902 0.49
C 3.236 -2.403 -3.265 0.52
C -2.101 -2.800 1.479 -0.56
C -4.055 1.219 -0.760 -2.30
B 1.204 2.076 -2.808 0.93
B -2.072 1.178 2.251 1.19
H -1.740 2.639 -3.613 0.27
H -2.142 -6.479 0.288 0.44
H -2.330 1.099 -4.208 0.25
H 0.001 -1.499 -3.111 0.19
H 1.528 -2.789 -4.502 0.52
H -4.239 2.254 -1.051 0.50
H 4.762 -1.811 -1.876 0.50
H 1.020 2.578 3.616 0.35
H 0.237 3.840 2.682 0.26
H -3.398 2.116 -3.223 0.48
H -2.870 -3.547 3.332 0.47
H -4.347 1.086 0.276 0.36
H 2.165 4.337 -0.361 0.26
H -1.393 -2.056 -1.478 0.46
H -0.026 -2.714 -0.864 -0.32
H -2.042 -1.783 1.830 0.86
H 2.006 3.736 2.690 0.43
H -1.379 -4.690 -1.239 0.39
H 3.235 3.804 0.946 0.63
H 3.455 3.195 -0.714 0.38
H -4.670 0.579 -1.396 0.41
H 3.234 -0.565 -0.443 0.37

***

(4)
16
Properties=species:S:1:pos:R:3:nbo_charge:R:1 method="wB97M-V/def2-TZVPD" total_charge=0 total_energy_ev=-7852.96270 relative_energy_kj_mol=501.4 orbital_gap_ev="8.30 / 8.30"
N 0.776 0.544 1.461 -0.56
C -0.516 0.925 -0.635 -0.52
C -2.260 -0.775 -1.743 -0.27
C 0.579 0.250 0.159 0.25
C 1.600 -0.571 -0.570 -0.68
C -0.362 0.011 1.992 -0.32
C -1.482 -0.004 -1.241 0.02
H 1.565 -0.410 -1.652 0.22
H -2.958 -1.456 -2.179 0.24
H 2.610 -0.332 -0.207 0.21
H -1.048 1.619 0.023 0.25
H -0.976 0.582 2.686 0.17
H -0.575 -1.039 1.843 0.17
H 1.659 0.787 1.906 0.37
H 1.450 -1.645 -0.390 0.23
H -0.061 1.513 -1.451 0.22

***

(5)
17
Properties=species:S:1:pos:R:3:nbo_charge:R:1 method="wB97M-V/def2-TZVPD" total_charge=0 total_energy_ev=-20710.39105 relative_energy_kj_mol=447.9 orbital_gap_ev="6.38 / 6.38"
S 3.387 -0.593 2.660 -0.77
O -0.922 0.502 0.662 -0.51
O -0.671 -0.055 -1.513 -0.54
N 1.166 0.272 -0.248 -0.53
C 1.129 -0.645 0.723 0.21
C -0.248 0.793 -0.536 0.51
C -2.013 0.189 -1.843 -0.29
C -0.270 -0.625 1.290 -0.18
H 3.225 0.618 2.113 0.09
H -2.074 0.911 -2.659 0.18
H -0.227 -0.687 2.423 0.27
H 1.906 0.166 -1.005 0.44
H -2.736 0.611 -1.014 0.20
H 2.024 -1.055 1.135 0.29
H -2.326 -0.800 -2.239 0.21
H -0.865 -1.410 0.809 0.23
H -0.485 1.807 -0.757 0.19

***

(6)
17
Properties=species:S:1:pos:R:3:nbo_charge:R:1 method="wB97M-V/def2-TZVPD" total_charge=+1 total_energy_ev=-21722.54805 relative_energy_kj_mol=494.6 orbital_gap_ev=7.99
S 0.792 -0.622 -1.615 0.47
O -1.383 0.708 -3.016 -0.05
O -2.895 0.231 -0.364 -0.35
N -1.110 0.417 -1.913 0.18
C 0.383 -0.745 0.157 -0.39
C 1.785 -1.480 0.646 -0.65
C -1.814 0.611 -0.623 0.65
C 0.079 0.537 0.928 -0.42
C -0.801 1.472 0.135 -0.50
H 2.190 -2.244 -0.067 0.25
H 1.735 -2.202 1.481 0.27
H 2.554 -0.787 0.983 0.24
H -0.467 0.234 1.808 0.26
H -1.408 2.141 0.724 0.28
H -0.401 -1.536 0.213 0.25
H -0.178 2.037 -0.474 0.25
H 0.941 1.229 0.996 0.25

***

(7)
21
Properties=species:S:1:pos:R:3:nbo_charge:R:1 method="wB97M-V/def2-TZVPD" total_charge=-1 total_energy_ev=-10421.58667 relative_energy_kj_mol=203.8 orbital_gap_ev=6.87
O -1.379 -1.318 0.154 -0.96
N 1.086 -1.174 0.995 -0.73
N -1.001 1.825 -1.512 -0.87
C 0.704 -0.649 2.329 -0.43
C 1.808 -0.352 -0.030 -0.19
C -0.528 0.776 -0.618 -0.10
C 0.756 0.154 -1.104 -0.42
C -1.650 -0.325 -0.666 -0.01
H -0.539 1.150 0.473 0.18
H -1.898 -0.625 -1.741 0.05
H -0.277 -0.819 2.644 0.20
H 0.496 -0.700 -1.751 0.20
H -2.653 -0.005 -0.371 0.10
H -1.591 1.635 -2.276 0.35
H 0.741 0.426 2.539 0.16
H 0.170 -1.563 0.668 0.44
H 1.376 0.877 -1.709 0.18
H 2.223 0.534 0.394 0.17
H 1.140 -1.285 3.056 0.16
H 2.578 -1.009 -0.515 0.17
H -1.560 2.446 -0.958 0.34

***

(8)
32
Properties=species:S:1:pos:R:3:nbo_charge:R:1 method="wB97M-V/def2-TZVPD" multiplicity=3 total_charge=0 total_energy_ev=-34214.24249 relative_energy_kj_mol=0.0 orbital_gap_ev="5.44 / 6.21"
S -2.962 2.528 -0.130 -0.54
P -1.772 1.048 0.457 1.14
N -3.042 -2.247 -0.927 -0.44
N -0.055 0.891 -0.623 -0.24
N -2.374 -0.631 0.386 -0.66
C 0.385 -0.486 -0.985 -0.29
C 3.956 0.067 0.486 -0.60
C -2.434 -1.737 1.168 -0.11
C 2.479 0.293 0.215 -0.38
C -2.713 -1.008 -0.886 0.12
C 1.968 -0.501 -0.985 -0.41
C -1.033 1.076 2.242 -0.93
C -2.900 -2.726 0.358 -0.10
C 0.018 1.839 -1.679 -0.50
H 4.189 -0.847 0.889 0.21
H -0.774 1.685 -2.380 0.25
H -2.194 -1.713 2.229 0.22
H 4.238 0.168 -0.519 0.20
H -0.072 2.834 -1.194 0.24
H 0.978 1.781 -2.186 0.20
H 2.452 -0.033 -1.863 0.20
H -3.124 -0.421 -1.675 0.23
H 2.231 1.344 -0.043 0.20
H -0.104 -0.979 -1.812 0.25
H 0.193 -0.959 -0.021 0.20
H -1.019 2.050 2.726 0.26
H 2.223 -1.563 -1.042 0.22
H 4.261 0.836 1.107 0.21
H -3.143 -3.784 0.620 0.21
H 1.901 0.049 1.153 0.19
H -0.055 0.628 2.052 0.22
H -1.707 0.518 2.861 0.23

***

(9)
10
Properties=species:S:1:pos:R:3:nbo_charge:R:1 method="wB97M-V/def2-TZVPD" total_charge=0 total_energy_ev=-36690.01604 relative_energy_kj_mol=197.3 orbital_gap_ev=7.63
S 5.573 0.168 0.886 -0.35
S 4.533 -0.236 -0.744 1.08
S 2.277 1.225 -0.092 0.08
O 4.007 -1.587 -0.819 -0.86
C 0.897 0.393 -0.435 -0.21
C -0.356 0.445 0.272 -0.70
H 0.920 -0.421 -1.271 0.21
H -0.244 -0.440 0.992 0.27
H -1.139 0.219 -0.548 0.24
H -0.535 1.377 0.807 0.24

***

(10)
80
Properties=species:S:1:pos:R:3:mulliken_charge:R:1 method="wB97M-V/def2-TZVPD" total_charge=-2 total_energy_ev=-272446.87547 relative_energy_kj_mol=246.1 orbital_gap_ev=3.90
Cs -0.190 -0.356 -1.321 1.52
Te 5.109 -2.238 -5.057 -0.58
Se 3.265 -0.593 -5.535 -0.38
Se 1.348 -2.825 -3.132 -0.59
Se 1.366 -0.759 -4.103 -0.30
S 6.167 -3.603 -0.284 1.23
O 7.273 -4.490 -0.582 -0.77
O -3.433 0.952 0.496 -0.72
O 4.356 -1.048 3.844 -0.66
O 0.516 3.011 -0.459 -0.71
O 6.180 -0.480 2.864 -0.69
O 5.749 -3.454 1.095 -0.63
N -1.154 3.526 1.070 -0.13
N -2.735 -3.662 1.430 0.10
N 5.000 -0.778 2.846 1.12
N -2.807 -1.577 -2.511 0.02
N 2.677 -0.911 0.107 0.00
N -3.653 -3.447 0.471 -0.72
N 4.879 -0.717 0.339 0.35
N -1.666 -2.552 -0.088 -0.16
N -5.481 -2.103 -3.098 -0.69
N -1.344 1.648 -0.221 -0.31
C -4.103 3.794 -0.728 -0.04
C 4.760 -4.079 -1.261 0.41
C -3.629 5.411 0.977 -0.15
C -1.556 -3.123 1.081 -0.37
C -4.711 -1.395 -3.914 -0.29
C -2.522 2.897 5.019 -0.74
C 6.547 -2.011 -0.990 -0.07
C -2.501 1.754 0.448 -0.58
C 6.285 -0.798 -0.093 -0.93
C -4.878 4.738 -1.398 -0.85
C -4.318 2.599 2.926 -0.29
C -4.395 6.354 0.309 -0.79
C -3.569 -2.273 -1.685 0.21
C -3.835 2.541 5.288 -0.38
C 2.961 -0.896 1.426 -0.67
C 3.835 -0.740 -0.521 -0.27
C -2.550 3.143 1.207 3.05
C -3.466 4.123 0.464 -0.37
C -5.026 6.018 -0.886 -0.38
C 4.342 -5.501 -0.889 -1.48
C -4.731 2.386 4.232 -0.76
C -4.904 -2.540 -1.984 -0.19
C -3.382 -1.136 -3.622 -0.36
C -2.997 2.957 2.649 -0.81
C -0.559 2.739 0.053 -0.05
C 4.313 -0.825 1.605 0.00
C -2.105 3.098 3.704 -0.41
C 3.944 -0.579 -1.982 -0.34
C -2.967 -2.765 -0.423 0.13
H -2.755 -0.574 -4.304 0.44
H -0.882 4.496 1.099 0.29
H -4.508 7.350 0.723 0.37
H -3.998 2.793 -1.133 0.48
H -5.757 2.096 4.430 0.37
H 3.974 -3.346 -1.050 -0.16
H -5.507 -3.121 -1.297 0.47
H -1.074 3.353 3.488 0.43
H -5.011 2.468 2.103 0.41
H 3.600 -1.484 -2.494 -0.40
H 7.598 -2.076 -1.269 0.57
H 5.068 -3.991 -2.306 0.15
H 3.259 0.202 -2.308 0.53
H 3.502 -5.808 -1.511 0.39
H -4.159 2.377 6.309 0.37
H 4.939 -0.324 -2.330 0.35
H 5.943 -1.962 -1.900 -0.31
H -5.370 4.465 -2.325 0.40
H -5.625 6.752 -1.412 0.37
H -0.659 -3.172 1.682 0.55
H 5.168 -6.197 -1.043 0.35
H -2.995 -4.142 2.270 0.18
H -5.166 -1.029 -4.827 0.39
H 2.207 -0.977 2.195 0.50
H 6.891 -0.808 0.797 0.39
H -1.815 3.017 5.831 0.39
H 6.534 0.084 -0.678 0.46
H -3.150 5.672 1.917 0.39
H 4.042 -5.554 0.159 0.36

***

(11)
24
Properties=species:S:1:pos:R:3:nbo_charge:R:1 method="wB97M-V/def2-TZVPD" multiplicity=2 total_charge=+2 total_energy_ev=-11002.46200 relative_energy_kj_mol=802.5 orbital_gap_ev="9.32 / 2.56"
O -5.403 -0.543 -1.715 -0.49
O 2.631 -1.011 -1.051 -0.33
N 2.479 -0.903 1.418 -0.35
C -1.333 0.272 0.175 -0.57
C 0.952 0.837 0.960 -0.43
C 0.424 1.044 -1.455 -0.56
C 0.132 0.254 -0.136 -0.19
C 1.431 -0.126 1.986 -0.32
H 2.874 -1.460 2.148 0.39
H -0.095 0.635 -2.314 0.24
H 1.986 1.178 0.551 0.24
H -2.022 0.025 -0.623 0.25
H 0.454 1.704 1.396 0.26
H 0.604 -0.845 2.423 0.28
H 0.124 2.110 -1.408 0.26
H 1.821 0.368 2.889 0.31
H -6.147 -1.102 -1.327 0.50
H 2.818 -0.839 0.008 0.47
H 3.046 -1.865 -1.315 0.52
H 1.518 0.951 -1.558 0.24
H -5.678 -0.826 -2.538 0.48
H -1.555 -0.333 1.170 0.29
H 0.553 -0.787 -0.129 0.24
H -1.614 1.262 0.447 0.26

***

(12)
17
Properties=species:S:1:pos:R:3:nbo_charge:R:1 method="wB97M-V/def2-TZVPD" total_charge=0 total_energy_ev=-6843.45816 relative_energy_kj_mol=971.6 orbital_gap_ev=9.26
N 0.669 0.890 -1.849 -0.84
C 0.105 0.902 -0.587 -0.05
C -1.586 -0.357 1.177 -0.59
C 0.864 0.662 0.739 -0.45
C -0.259 -0.328 0.186 -0.14
C 0.567 -1.486 -0.009 -0.64
H 1.452 -0.915 -0.387 0.24
H 0.082 0.582 -2.562 0.37
H 0.164 -2.498 -0.588 0.22
H 1.868 0.313 0.462 0.22
H -2.044 -1.878 1.051 0.22
H -2.604 0.719 0.309 0.17
H 0.539 1.527 1.215 0.24
H 1.068 1.937 -1.956 0.37
H -0.693 1.586 -0.703 0.19
H 1.270 -1.687 0.909 0.22
H -1.463 0.031 2.591 0.26